This record from the Open Molecules 2025 dataset describes a 6-piece molecular cluster, C36H88N4 overall at a distorted geometry. The level of theory is wB97M-V/def2-TZVPD.

Results
Spin multiplicity: 1
Total energy: -44703.5848 eV
Relative energy (zero: lowest compared OMol25 entry of this formula, charge and spin): 30.6 kJ/mol
SMILES: CCN(CC)CC.CCN(CC)CC.CCN(CC)CC.CCN(CC)CC.CCCCCC.CCCCCC
Charge: 0

Structure (XYZ):
```
128
C36H88N4 | the Open Molecules 2025 dataset | wB97M-V/def2-TZVPD
H 2.890 2.656 -2.571
H 5.833 -3.442 2.280
H -7.048 1.082 3.793
H -3.683 1.306 5.083
C 0.315 5.002 3.164
H -5.003 -2.890 2.667
C 6.073 0.687 -4.024
C -5.378 0.286 -2.586
H 1.895 -2.406 -1.176
H 5.572 -1.765 2.777
C 1.049 -4.630 -0.377
H -5.103 2.311 0.031
H 6.146 -0.099 -4.843
C 4.893 1.716 -4.278
C 0.951 4.561 4.432
H 0.636 3.552 4.871
C -0.299 4.231 0.695
H 3.211 -4.030 2.673
C 2.040 2.750 -4.685
C 4.601 -2.211 0.921
C 3.302 -0.118 -4.658
H -2.362 -1.539 3.561
H -5.096 0.976 2.271
H 4.610 0.565 -1.275
C -0.917 3.564 -1.643
C -0.005 3.285 -0.552
C 2.538 1.982 -3.448
C 1.009 -2.225 -0.506
H 2.630 -1.251 -2.817
C -5.259 0.187 3.086
H -5.007 0.939 -4.501
H -0.776 5.295 3.187
H 4.081 -0.475 -5.093
C 1.595 -5.041 -1.774
H 2.441 -4.264 -1.986
H -1.723 -4.029 0.474
C -5.133 -2.295 -0.642
H -5.765 1.165 4.775
H 5.569 -1.614 -0.947
H 0.752 5.978 3.045
H -3.168 -1.500 -0.784
C -4.092 -1.337 -1.363
H 5.208 2.618 -3.654
C 0.629 4.083 1.939
H -0.112 2.196 -0.343
H 2.104 4.189 4.279
C -4.494 0.557 -3.724
H 0.996 -0.134 -0.969
H -4.458 -3.095 4.352
H 6.818 -1.845 0.309
H 4.336 -3.038 0.650
H 2.789 3.379 -5.215
H 3.198 -2.648 3.407
C -2.473 1.564 3.387
H 0.374 -4.280 2.094
H 2.826 0.240 -5.574
H -1.327 4.041 0.999
C 4.748 0.844 -0.185
H 5.784 0.192 1.500
H -3.122 2.286 2.845
H 5.261 1.699 -0.049
H 1.665 4.188 1.778
C -3.304 -1.460 3.189
H -3.263 -1.276 2.066
H -1.526 2.111 3.753
H -3.404 0.643 0.343
H -1.144 -3.901 2.801
C -4.192 2.343 -0.564
C -0.378 -3.562 2.181
C -4.094 -2.788 3.428
H 4.876 1.920 -5.368
H -0.033 -2.645 2.479
H 0.861 5.262 5.193
H -1.187 -2.437 0.689
C -6.192 0.507 4.176
C 0.215 -0.976 -0.779
C -3.558 0.903 -0.683
H 0.532 -5.544 0.177
C 2.277 -1.029 -3.911
C -0.888 -3.329 0.644
H 0.778 -5.004 -2.636
H -6.303 -0.274 4.720
H -0.698 3.147 -2.523
H 1.368 2.236 -5.435
H -0.819 4.555 -1.859
H 1.509 -2.140 0.571
H 1.330 3.427 -4.219
H 1.747 -4.380 0.402
H -3.988 -0.385 -3.971
H -0.524 -0.724 -0.144
H -2.185 0.980 2.755
H -2.208 0.060 5.027
C 5.829 -0.060 0.329
H 1.941 -6.055 -1.574
H 3.872 -1.411 1.011
H 6.058 0.059 -3.049
N 0.209 -3.387 -0.371
C 5.144 -2.621 2.369
H 4.178 -3.611 4.247
H 3.848 0.667 0.373
H 2.096 -2.023 -4.602
H -3.390 -3.577 2.809
H 1.293 -0.504 -3.910
H 7.091 1.159 -3.929
H -5.207 -3.397 -0.609
H -5.092 -2.282 0.492
H 6.889 0.273 0.005
H -4.285 2.802 -1.698
C -3.023 0.662 4.454
H -5.969 1.281 -2.457
H 0.910 3.638 -1.036
H -6.036 -2.135 -1.243
C 5.661 -1.538 0.029
H -1.999 3.352 -1.431
C 3.901 -3.267 3.139
N -4.586 0.009 -1.407
H -0.381 -1.052 -1.713
H -0.512 5.194 0.288
N -4.012 -0.328 3.810
H -3.622 1.393 -3.549
H -3.835 -1.948 -2.225
H 0.639 3.077 2.106
H -3.542 2.999 0.157
H -6.089 -0.493 -2.858
N 3.667 1.063 -3.802
H -5.759 -0.484 2.450
H 1.583 1.411 -3.080
H -2.638 0.945 -1.115
```

---

This record from the Open Molecules 2025 dataset describes a 6-piece molecular cluster, C36H89O23P5 overall at a distorted geometry. The level of theory is wB97M-V/def2-TZVPD.

Results
Spin multiplicity: 1
Total energy: -132316.7886 eV
Relative energy (zero: lowest compared OMol25 entry of this formula, charge and spin): 561.0 kJ/mol
SMILES: CCOP(=O)(OCC)OCC.CCOP(=O)(OCC)OCC.CCOP(=O)(OCC)OCC.CCOP(=O)(OCC)OCC.CCOP(=O)(OCC)OCC.COCCOCCOC
Charge: 0

Structure (XYZ):
```
153
C36H89O23P5 | the Open Molecules 2025 dataset | wB97M-V/def2-TZVPD
H 7.119 2.692 0.273
H -1.591 0.123 -1.293
C 0.695 -0.827 -5.412
C -3.472 2.457 1.032
P 6.974 2.054 4.396
H -1.698 -0.043 6.357
C -7.445 -0.442 -1.643
P 2.599 1.568 -5.181
H -0.173 -0.296 8.438
H 7.043 -1.811 5.947
O 3.546 0.694 -4.240
H 2.242 5.200 -6.136
C 0.079 0.237 7.521
H -2.749 4.820 -4.413
H 2.130 -5.553 3.836
H -5.422 -4.947 -5.496
C 6.642 1.269 1.798
H -4.862 3.717 -3.778
H -3.371 6.411 -3.874
C -5.844 -4.984 -0.193
H 8.383 1.621 0.561
O 1.695 -0.986 4.579
C 7.670 -1.222 5.278
C -2.063 -0.474 -2.072
C 3.912 3.751 -5.766
H 2.481 -6.024 5.433
O 7.045 1.072 5.739
C -3.635 5.446 -4.306
H 3.666 1.643 3.494
H -7.883 -0.868 -0.741
H -2.818 2.889 1.789
H -1.053 -2.284 1.476
H -3.970 5.797 -5.282
C 4.387 1.675 4.310
H -0.382 0.392 -3.969
H -6.328 -4.409 0.596
H 8.958 0.583 5.235
O 2.564 0.372 0.095
H 2.862 4.360 -7.661
H -0.875 -4.476 4.644
C 1.182 -1.358 1.027
C 7.593 2.151 1.092
O 0.091 -1.333 0.135
H 0.997 1.066 -0.784
H 2.527 0.027 2.150
H 6.506 0.308 1.301
H -0.323 1.009 -5.576
H 1.757 -0.538 -1.523
H 3.306 -3.184 4.744
O 1.224 1.392 -4.373
H -6.694 -5.499 -0.641
H 4.461 4.416 -5.100
H 3.932 1.982 6.473
H -2.805 0.149 -2.571
H 4.898 -1.767 -3.267
H 0.356 2.622 -2.386
H 5.760 1.904 1.710
C -0.190 3.561 -2.473
H 1.015 -1.844 1.988
H 1.166 0.176 7.562
C 1.875 -0.013 1.277
H 1.240 -0.507 -6.300
C -5.100 -4.219 -1.267
H -0.571 0.488 5.290
H -5.169 -4.784 -2.196
H -4.058 -4.199 -0.948
C 2.754 -5.279 4.686
H 3.743 -0.974 -5.463
H -2.885 -3.160 5.712
H 2.386 1.085 -1.824
H -3.227 -2.405 0.481
C 1.847 0.466 -1.108
O -4.302 4.792 -2.066
H -4.221 -3.807 -5.878
H -1.552 -4.017 3.078
H -6.435 -0.034 -1.597
O 3.136 3.023 -4.783
H -2.927 1.644 0.552
H -2.752 -0.977 0.501
H -5.080 1.079 0.983
O -8.347 -3.579 -1.814
H 1.917 -2.033 0.588
H 5.884 -0.134 -3.302
C 2.690 -3.870 5.324
H 2.561 1.821 5.390
O 2.635 1.226 -6.647
O -2.807 -1.474 -1.457
O -0.144 -2.708 3.819
H 3.785 -5.388 4.349
H 0.606 4.290 -2.318
O 5.465 2.527 4.404
C 8.100 0.169 5.764
C 0.277 0.484 -4.833
O 1.349 -3.411 5.726
H 8.455 0.174 6.795
H -6.098 -2.454 -5.192
O -3.679 3.576 0.204
C -0.631 -0.156 6.168
H 7.102 -1.154 4.350
H 1.270 -1.366 -4.658
H 3.395 3.290 5.341
C 5.328 -0.923 -3.808
O 7.912 3.202 4.500
H -4.702 1.759 2.611
O 7.012 0.952 3.121
H -8.206 0.917 -3.222
H -8.346 1.457 -1.518
C 4.351 -0.279 -4.885
H -1.479 4.731 -1.489
C -1.014 -2.293 0.387
C -8.381 0.602 -2.193
O -5.815 -3.033 -1.294
O -2.502 3.063 -2.070
O -7.173 -1.370 -2.642
H -0.558 3.665 -3.494
O -0.490 -1.560 6.042
H 5.028 0.326 -5.488
H 3.714 5.554 -6.887
C -4.766 -4.214 -5.027
C 3.068 4.709 -6.649
H -5.647 5.216 -3.528
H 3.175 -3.837 6.300
H -5.670 2.702 1.475
O -6.681 -3.624 -3.655
C -4.684 4.722 -3.396
H 6.183 -1.134 -4.450
H 4.620 3.176 -6.362
H -4.176 -4.685 -4.241
P -4.012 3.329 -1.440
H -0.852 -3.269 -0.070
H -5.284 -5.789 0.282
C -4.858 1.980 1.555
C -1.341 3.651 -1.538
C -5.637 -3.058 -4.411
H -1.285 -0.968 -2.654
C -2.561 -3.021 4.680
H -3.425 -3.320 4.088
C 3.571 2.222 5.473
O -5.042 2.336 -1.738
H -0.090 1.285 7.771
H -9.436 0.328 -2.192
H 1.182 0.811 1.443
H 8.604 -1.740 5.064
C -1.224 -3.635 4.044
H 4.796 0.692 4.545
P -7.118 -2.976 -2.311
C -2.431 -1.869 -0.037
H -0.208 -1.296 -5.801
H -4.945 -2.377 -3.915
P 0.752 -2.044 5.036
H -1.059 3.477 -0.499
H 8.023 2.912 1.744
H -2.530 -1.934 4.751
```